(1)
The following is a quantum chemistry calculation of a molecular structure, C4H6OS, from the Open Molecules 2025 dataset.

For the gap between HOMO and LUMO, the calculation gives 0.295 Eh. For the LUMO energy, the calculation gives 0.005 hartree.

The geometry in ORCA input format:
```
! RIJCOSX wB97M-V def2-TZVPD def2/J DEFGRID3
* xyz 0 1
C -0.37271 -0.73733 0.19706
C -0.76982 0.53400 -0.03630
C 0.82651 -1.46233 0.35103
C 0.14731 1.55193 -0.71623
O -2.06454 -0.89616 1.11843
S -2.38722 0.56250 0.51471
H 1.41136 -1.18181 1.24168
H 0.72172 -2.61044 0.43098
H 1.26024 -1.14224 -0.55794
H 0.92236 2.06057 0.04689
H 0.67910 0.98878 -1.44904
H -0.37430 2.33255 -1.14126
*
```

=====

(2)
The following is a quantum chemistry calculation of a single C4H6OS molecule, from the Open Molecules 2025 dataset.

For the gap between HOMO and LUMO, the calculation gives 0.353 Eh. For the LUMO energy, the calculation gives 0.036 hartree.

The geometry in ORCA input format:
```
! RIJCOSX wB97M-V def2-TZVPD def2/J DEFGRID3
* xyz 0 1
C -1.59893 0.57204 0.46417
C 0.39061 -0.09092 -0.97448
C 1.62528 -0.70401 -0.28136
C 0.46421 -0.14918 0.54577
H -2.56882 0.16181 0.14811
H -1.66725 1.35022 1.25015
H -0.21671 -0.88889 -1.36852
H 2.51111 -0.12004 -0.05735
H 1.82015 -1.75334 -0.56500
H 0.77597 0.80854 0.92271
O -0.81053 -0.49415 0.98836
S -0.72509 1.30791 -1.07256
*
```

=====

(3)
The following is a quantum chemistry calculation of a single C4H6OS molecule, from the Open Molecules 2025 dataset.

For the gap between HOMO and LUMO, the calculation gives 0.363 Eh. For the LUMO energy, the calculation gives 0.017 hartree.

The geometry in ORCA input format:
```
! RIJCOSX wB97M-V def2-TZVPD def2/J DEFGRID3
* xyz 0 1
C 2.65022 0.39188 -0.29420
C 1.38852 0.51119 0.07788
C 0.65426 -0.71832 0.66388
C -1.75394 0.48477 0.02202
H 3.14668 -0.57039 -0.22254
H 3.24418 1.17023 -0.68068
H 0.85328 1.42994 -0.00071
H 1.27140 -1.60645 0.64187
H 0.43306 -0.54794 1.68055
H -2.78368 0.23106 0.13577
O -1.31830 1.60286 0.05687
S -0.82831 -1.05915 -0.30166
*
```

=====

(4)
The following is a quantum chemistry calculation of a single C4H6OS molecule, from the Open Molecules 2025 dataset.

For the gap between HOMO and LUMO, the calculation gives 0.365 Eh. For the LUMO energy, the calculation gives 0.032 hartree.

The geometry in ORCA input format:
```
! RIJCOSX wB97M-V def2-TZVPD def2/J DEFGRID3
* xyz 0 1
C 0.47359 -0.91136 -0.66896
C -0.22081 0.21836 1.21788
C -0.80206 0.80037 0.01584
C 0.39602 0.48430 -0.81118
H -0.37955 -1.45801 -1.10702
H 1.29962 -1.49362 -1.18450
H -1.08981 0.11620 1.91070
H 0.69669 0.71578 1.73094
H -1.60850 0.08057 -0.34685
H 1.31487 0.47542 -0.27869
O 0.25447 -0.97628 0.71941
S -0.33453 1.94825 -1.19755
*
```

=====

Short version: (4) is the least stable of them.

=====

(1)
The following is a quantum chemistry calculation of a single C4H6OS molecule, from the Open Molecules 2025 dataset.

For the gap between HOMO and LUMO, the calculation gives 0.345 Eh. For the LUMO energy, the calculation gives 0.026 hartree.

The geometry in ORCA input format:
```
! RIJCOSX wB97M-V def2-TZVPD def2/J DEFGRID3
* xyz 0 1
C 1.00090 -0.43800 0.06011
C 2.13889 -1.05209 -0.05456
C -0.75130 1.17310 -0.28011
C -1.61897 -0.03375 0.25386
O 0.65913 0.83809 0.05150
S -0.77470 -1.54639 -0.27229
H 2.18660 -2.17376 0.07104
H 3.08060 -0.57135 -0.03436
H -0.83968 1.29888 -1.39835
H -0.90992 2.18289 0.31358
H -1.45824 0.22842 1.31307
H -2.71332 0.09396 -0.02348
*
```

=====

(2)
The following is a quantum chemistry calculation of a single C4H6OS molecule, from the Open Molecules 2025 dataset.

For the gap between HOMO and LUMO, the calculation gives 0.347 Eh. For the LUMO energy, the calculation gives 0.021 hartree.

The geometry in ORCA input format:
```
! RIJCOSX wB97M-V def2-TZVPD def2/J DEFGRID3
* xyz 0 1
C 0.65737 0.61380 0.36605
C -0.16242 -0.40561 0.39213
C 1.59712 1.55326 0.66394
C 0.19118 -1.56617 -0.45354
O -2.47963 0.27844 -0.58594
S -1.83266 0.00106 0.90542
H 1.64029 2.36303 -0.06016
H -2.44410 1.19066 -0.87890
H 2.06081 1.51252 1.65218
H -0.70089 -1.56676 -1.08225
H 1.19614 -1.50452 -1.04732
H 0.27679 -2.46972 0.12840
*
```

=====

(3)
The following is a quantum chemistry calculation of a single C4H6OS molecule, from the Open Molecules 2025 dataset.

For the gap between HOMO and LUMO, the calculation gives 0.365 Eh. For the LUMO energy, the calculation gives 0.032 hartree.

The geometry in ORCA input format:
```
! RIJCOSX wB97M-V def2-TZVPD def2/J DEFGRID3
* xyz 0 1
C -1.18338 -0.21898 0.68798
C -0.32399 -1.12898 0.31734
C -0.89622 1.03803 0.08916
C 0.63302 -0.42562 -0.60409
O 0.04425 0.78157 -0.92284
S 2.15715 0.01965 0.35392
H -2.10701 -0.45687 1.26337
H -0.13313 -2.20943 0.45362
H -1.74449 1.65452 -0.42124
H -0.35186 1.64532 0.92789
H 1.02992 -1.01717 -1.40410
H 2.87573 0.31793 -0.74100
*
```

=====

Short version: (2) is the least stable of them.

=====

(1)
The following is a quantum chemistry calculation of 2 unconnected molecules or ions with the total composition C4H10NO2, from the Open Molecules 2025 dataset.

For the gap between HOMO and LUMO, the calculation gives 0.199 Eh. For the LUMO energy, the calculation gives 0.110 hartree.

The geometry in ORCA input format:
```
! RIJCOSX wB97M-V def2-TZVPD def2/J DEFGRID3
* xyz -1 1
N 0.16083 1.45791 -1.57327
C -1.03820 2.15294 -0.93654
O -1.21313 3.40884 -1.28445
H 0.94331 2.08688 -1.40329
H -0.01929 1.57732 -2.56943
H -1.88288 1.45652 -1.20648
H -0.88175 1.96083 0.16129
C -1.08970 -1.13489 0.24508
C 0.08469 -1.31697 1.15037
C 0.98067 -2.27331 0.98783
O 2.08455 -2.41372 1.80923
H -0.85543 -0.43424 -0.56181
H -1.39862 -2.08586 -0.20623
H -1.96893 -0.75766 0.76696
H 0.25290 -0.59839 1.94448
H 0.86325 -3.02764 0.21361
H 2.72490 -2.96970 1.36391
*
```

=====

(2)
The following is a quantum chemistry calculation of a gas-phase ion, C4H10NO2 (charge -1), from the Open Molecules 2025 dataset.

For the gap between HOMO and LUMO, the calculation gives 0.236 Eh. For the LUMO energy, the calculation gives 0.143 hartree.

The geometry in ORCA input format:
```
! RIJCOSX wB97M-V def2-TZVPD def2/J DEFGRID3
* xyz -1 1
C 0.51655 -0.52066 -0.72741
C 0.29519 0.95864 -1.09506
C -0.96637 1.61021 -0.57001
O -2.13966 1.13657 -1.21462
N -0.15370 -0.86376 0.53763
C 0.81207 -0.81831 1.71350
O 1.90585 -1.55842 1.55563
H 1.58812 -0.64044 -0.58890
H 0.09139 -1.24052 -1.42838
H 0.31189 1.12342 -2.18082
H 1.14355 1.56327 -0.75592
H -0.94100 2.68895 -0.70499
H -1.07396 1.36086 0.48149
H -2.02719 0.19074 -1.35584
H -0.40382 -1.84352 0.53042
H 0.16486 -1.13507 2.56335
H 1.07369 0.25773 1.83446
*
```

=====

(3)
The following is a quantum chemistry calculation of a molecular structure, C4H10NO2, from the Open Molecules 2025 dataset.

For the gap between HOMO and LUMO, the calculation gives 0.233 Eh. For the LUMO energy, the calculation gives 0.134 hartree.

The geometry in ORCA input format:
```
! RIJCOSX wB97M-V def2-TZVPD def2/J DEFGRID3
* xyz -1 1
C 0.21395 0.10210 -0.26885
C 0.55105 0.27834 1.16437
C 0.53369 1.80599 1.74835
O 1.03899 1.88292 3.01465
N -1.04992 -0.63970 -0.62465
C -0.34590 -1.70693 -2.04533
O -1.20927 -1.80819 -2.93751
H 1.00707 -0.43898 -0.77455
H 0.30106 1.15551 -0.81451
H 1.57166 -0.08765 1.57801
H -0.14357 -0.39026 1.64017
H -0.50207 1.90237 1.45485
H 0.93054 2.62027 1.06378
H -1.43130 -0.91943 0.34812
H -1.84208 -0.06311 -0.82999
H -0.09882 -2.53521 -1.30533
H 0.47491 -1.15805 -2.41158
*
```

=====

(4)
The following is a quantum chemistry calculation of 2 unconnected molecules or ions with the total composition C4H10NO2, from the Open Molecules 2025 dataset.

For the gap between HOMO and LUMO, the calculation gives 0.253 Eh. For the LUMO energy, the calculation gives 0.153 hartree.

The geometry in ORCA input format:
```
! RIJCOSX wB97M-V def2-TZVPD def2/J DEFGRID3
* xyz -1 1
C -1.58893 0.37692 1.10573
N -2.39975 1.43424 0.84674
O -1.95004 -0.60241 1.74020
H -0.57192 0.49497 0.70132
H -3.38418 1.30212 1.00598
H -2.17509 2.01336 0.05515
C 0.48294 -0.44175 -1.21690
O 0.43225 0.90312 -1.05795
C 1.59963 -1.13512 -0.39271
C 2.94325 -0.45689 -0.62870
H 0.67068 -0.76358 -2.27439
H -0.46657 -0.95202 -0.92946
H 1.63657 -2.18543 -0.67162
H 1.35237 -1.08938 0.67594
H 3.73444 -0.83686 0.02377
H 2.78822 0.61055 -0.47146
H 3.26712 -0.58641 -1.67234
*
```

=====

Short version: (3) is the least stable of them.

=====

(1)
The following is a quantum chemistry calculation of a molecular structure, C4H10NO2, from the Open Molecules 2025 dataset.

For the gap between HOMO and LUMO, the calculation gives 0.287 Eh. For the LUMO energy, the calculation gives 0.161 hartree.

The geometry in ORCA input format:
```
! RIJCOSX wB97M-V def2-TZVPD def2/J DEFGRID3
* xyz -1 1
C -0.79137 0.76905 1.55776
O -0.46883 0.62555 0.22723
C -1.71553 -0.38342 2.00426
H -1.28236 1.74626 1.67865
H 0.07664 0.75436 2.24458
H -1.99781 -0.31654 3.06146
H -1.21966 -1.33984 1.83639
H -2.59777 -0.34560 1.36094
O 1.77008 -0.57708 0.51067
C 1.12627 0.06595 -0.35037
C 0.62659 -0.65833 -1.59310
N -0.21060 0.25982 -2.40079
H 1.45780 1.10272 -0.57131
H 1.45856 -0.98235 -2.21472
H 0.04438 -1.49862 -1.19593
H -0.64378 -0.27150 -3.15108
H -0.95893 0.58455 -1.80225
*
```

=====

(2)
The following is a quantum chemistry calculation of a gas-phase ion, C4H10NO2 (charge -1), from the Open Molecules 2025 dataset.

For the gap between HOMO and LUMO, the calculation gives 0.251 Eh. For the LUMO energy, the calculation gives 0.149 hartree.

The geometry in ORCA input format:
```
! RIJCOSX wB97M-V def2-TZVPD def2/J DEFGRID3
* xyz -1 1
C -1.88853 0.57875 -0.25449
O -2.34688 -0.07074 0.82565
C -0.39889 0.16865 -0.55683
C 0.48460 0.62731 0.62026
C 1.98062 0.28832 0.48989
O 2.21904 -1.10789 0.49615
N -0.38936 -1.33949 -0.58685
H -1.90507 1.69140 -0.18877
H -2.45831 0.30998 -1.19078
H -0.01517 0.49219 -1.52051
H 0.07841 -0.00322 1.41462
H 0.29000 1.64866 0.92054
H 2.43433 0.63464 1.39121
H 2.36758 0.74418 -0.42562
H 1.42653 -1.53443 0.11773
H -1.22939 -1.53528 -0.01724
H -0.64951 -1.59305 -1.53495
*
```

=====

(3)
The following is a quantum chemistry calculation of a gas-phase ion, C4H10NO2 (charge -1), from the Open Molecules 2025 dataset.

For the gap between HOMO and LUMO, the calculation gives 0.240 Eh. For the LUMO energy, the calculation gives 0.141 hartree.

The geometry in ORCA input format:
```
! RIJCOSX wB97M-V def2-TZVPD def2/J DEFGRID3
* xyz -1 1
C -0.52612 0.32382 1.69673
O 0.10934 1.28834 2.54141
C -0.05145 0.31116 0.25333
C -0.92062 -0.73102 -0.54341
C -0.63484 -0.75484 -2.08036
O 0.66750 -0.71968 -2.36560
N 1.39086 0.27284 0.19517
H -0.44419 -0.63294 2.21532
H -1.57614 0.59787 1.88115
H 0.79864 1.79317 2.08530
H -0.33735 1.27152 -0.23134
H -0.46504 -1.65131 -0.16892
H -1.99424 -0.61998 -0.27591
H -1.01696 -1.84736 -2.34662
H -1.36412 -0.04751 -2.53814
H 1.55739 0.16322 -0.82865
H 1.68592 -0.67912 0.46968
*
```

=====

Short version: (3) is the least stable of them.

=====

(1)
The following is a quantum chemistry calculation of a single C5H8O2 molecule, from the Open Molecules 2025 dataset.

For the gap between HOMO and LUMO, the calculation gives 0.396 Eh. For the LUMO energy, the calculation gives 0.034 hartree.

The geometry in ORCA input format:
```
! RIJCOSX wB97M-V def2-TZVPD def2/J DEFGRID3
* xyz 0 1
O -1.72908 0.60945 -0.27318
C -0.42418 0.35539 0.16336
C -0.12254 -1.10854 0.41988
C 0.31159 -1.86327 -0.81226
O 0.14925 -1.45899 -1.93845
C 0.16740 1.39178 1.06446
C 0.65670 1.25361 -0.35671
H -1.76344 0.33562 -1.20035
H 0.63370 -1.23897 1.20253
H -1.03537 -1.59180 0.79771
H 0.80392 -2.84523 -0.63033
H 0.82191 1.06090 1.86579
H -0.45232 2.24946 1.30325
H 0.34096 2.01523 -1.06453
H 1.64149 0.83536 -0.54117
*
```

=====

(2)
The following is a quantum chemistry calculation of a single C5H8O2 molecule, from the Open Molecules 2025 dataset.

For the gap between HOMO and LUMO, the calculation gives 0.375 Eh. For the LUMO energy, the calculation gives 0.028 hartree.

The geometry in ORCA input format:
```
! RIJCOSX wB97M-V def2-TZVPD def2/J DEFGRID3
* xyz 0 1
C -0.06376 -0.81391 1.80704
C -0.22964 -0.10743 0.50667
C -0.65472 1.26599 0.13007
C 0.43244 0.47292 -0.69655
O 1.69182 1.01302 -0.82751
C -0.08890 -0.67568 -1.50519
O -0.94770 -1.02063 -0.40782
H -1.08995 -1.00616 2.14852
H 0.46704 -0.26571 2.58636
H 0.40926 -1.77844 1.61018
H -1.73306 1.45661 0.11128
H -0.09957 2.14875 0.43610
H 1.82027 1.20727 -1.76563
H -0.59185 -0.44543 -2.44987
H 0.67832 -1.45117 -1.68364
*
```

=====

Short version: (2) is the least stable of them.

=====

(1)
The following is a quantum chemistry calculation of a single C5H8O2 molecule, from the Open Molecules 2025 dataset.

For the gap between HOMO and LUMO, the calculation gives 0.382 Eh. For the LUMO energy, the calculation gives 0.032 hartree.

The geometry in ORCA input format:
```
! RIJCOSX wB97M-V def2-TZVPD def2/J DEFGRID3
* xyz 0 1
O -0.26099 1.89074 1.15173
C -0.57234 0.52321 1.00180
C -1.20906 0.21133 -0.37639
C -0.02107 -0.70850 -0.69095
O -0.17518 -1.96390 -1.25750
C 1.26350 0.06056 -0.58806
C 0.56335 -0.40725 0.65658
H 0.33166 1.98401 1.90816
H -1.15341 0.14170 1.84807
H -2.12906 -0.36717 -0.26778
H -1.37333 1.07704 -1.02489
H 0.19518 -1.94571 -2.14487
H 2.19685 -0.47395 -0.62778
H 1.28778 1.11758 -0.87368
H 1.05613 -1.13967 1.28557
*
```

=====

(2)
The following is a quantum chemistry calculation of a single C5H8O2 molecule, from the Open Molecules 2025 dataset.

For the gap between HOMO and LUMO, the calculation gives 0.346 Eh. For the LUMO energy, the calculation gives 0.030 hartree.

The geometry in ORCA input format:
```
! RIJCOSX wB97M-V def2-TZVPD def2/J DEFGRID3
* xyz 0 1
O -1.58456 -1.24473 -0.96132
C -0.52197 -0.86227 -0.11283
C 0.82092 -0.82167 -0.85031
C 0.88420 0.57371 -1.48425
C 0.36211 0.99923 1.40662
C -0.60693 0.59787 0.29982
O -0.06283 1.26917 -0.90681
H -1.54699 -0.68880 -1.75229
H -0.56453 -1.53798 0.74529
H 1.67170 -0.99858 -0.17964
H 0.89837 -1.55625 -1.65266
H 1.36554 1.05389 0.97350
H 0.38541 0.27999 2.22821
H 0.13229 1.99267 1.79371
H -1.63273 0.94374 0.45297
*
```

=====

(3)
The following is a quantum chemistry calculation of a molecular structure, C5H8O2, from the Open Molecules 2025 dataset.

For the gap between HOMO and LUMO (alpha / beta), the calculation gives 0.262 / 0.312 Eh. For the LUMO energy (alpha / beta), the calculation gives 0.006 / 0.027 hartree.

The geometry in ORCA input format:
```
! RIJCOSX wB97M-V def2-TZVPD def2/J DEFGRID3
* xyz 0 1
C -1.34841 0.97312 -0.32120
C -0.12218 0.33218 0.20373
C 0.12388 -0.38358 1.50398
O 1.54623 -0.28789 1.31944
C 1.30349 0.30385 0.02906
C 1.10763 -0.64694 -1.11758
O -0.19224 -1.32463 -1.14156
H -1.72631 1.76074 0.35702
H -1.18013 1.41674 -1.30465
H -2.14145 0.22362 -0.42422
H -0.24846 -1.40299 1.66074
H -0.18812 0.23979 2.35690
H 1.94850 1.14227 -0.23332
H 1.21631 -0.18388 -2.09898
H -0.08535 -2.23856 -0.87768
*
```

=====

Short version: (3) is the least stable of them.